one:
62
Properties=species:S:1:pos:R:3 method="wB97M-V/def2-TZVPD" total_charge=+1
Ba -1.012 1.051 3.253
C 0.881 2.205 5.607
C -0.524 2.071 5.710
C -1.110 3.255 5.183
C -0.075 4.057 4.690
C 1.143 3.412 4.958
H 1.613 1.481 5.933
H -1.035 1.380 6.369
H -2.164 3.498 5.177
H -0.200 5.011 4.204
H 2.121 3.786 4.709
Cl -2.114 -6.497 -0.817
C -0.962 -5.225 -1.041
C -0.905 -4.185 -0.127
C 0.008 -3.169 -0.334
C 0.870 -3.154 -1.432
C 1.839 -2.027 -1.666
C 2.884 -1.848 -0.564
N 2.314 -1.437 0.711
C 2.216 -2.199 1.843
C 1.532 -1.450 2.747
N 1.205 -0.233 2.191
C 1.697 -0.275 0.969
O 1.270 -0.718 -1.909
C -0.134 -0.507 -2.012
C -0.785 -1.320 -3.081
C -2.032 -1.862 -3.006
Cl -3.148 -1.723 -1.696
S -2.483 -2.729 -4.404
C -0.984 -2.368 -5.141
C -0.187 -1.612 -4.339
C 0.797 -4.238 -2.308
Cl 1.858 -4.361 -3.682
C -0.111 -5.268 -2.131
H -1.580 -4.173 0.714
H 0.035 -2.350 0.370
H 2.423 -2.268 -2.563
H 3.607 -1.094 -0.882
H 3.428 -2.776 -0.379
H 2.646 -3.180 1.900
H 1.310 -1.694 3.770
H 1.656 0.504 0.230
H -0.204 0.562 -2.237
H -0.652 -0.677 -1.058
H -0.768 -2.730 -6.128
H 0.799 -1.284 -4.620
H -0.152 -6.085 -2.834
N 1.098 3.174 -2.091
C -0.234 3.366 -2.289
O -0.759 3.367 -3.377
C -1.054 3.528 -1.042
C -2.140 4.399 -1.041
C -2.880 4.529 0.120
C -2.538 3.753 1.220
N -1.538 2.873 1.209
C -0.808 2.785 0.098
H 1.672 3.124 -2.919
H 1.531 3.468 -1.232
H -2.379 4.953 -1.937
H -3.713 5.212 0.186
H -3.092 3.845 2.146
H 0.006 2.068 0.101

---

two:
62
Properties=species:S:1:pos:R:3 method="wB97M-V/def2-TZVPD" total_charge=+1
Ba 2.841 2.187 0.546
C 3.392 4.236 3.244
C 4.212 3.988 2.100
C 5.116 2.959 2.472
C 4.790 2.526 3.774
C 3.719 3.313 4.247
H 2.627 4.999 3.310
H 4.444 4.746 1.345
H 5.951 2.614 1.867
H 5.282 1.735 4.327
H 3.256 3.232 5.223
Cl -2.986 1.620 -6.119
C -3.065 1.132 -4.462
C -2.070 1.517 -3.584
C -2.144 1.096 -2.268
C -3.185 0.300 -1.792
C -3.227 -0.164 -0.355
C -3.284 0.948 0.682
N -2.067 1.767 0.774
C -1.925 3.070 0.347
C -0.623 3.394 0.551
N 0.053 2.297 1.087
C -0.856 1.342 1.191
O -2.171 -1.030 0.058
C -1.168 -1.457 -0.852
C -1.704 -2.176 -2.052
C -1.196 -2.086 -3.310
Cl 0.151 -1.130 -3.825
S -2.023 -3.065 -4.437
C -3.092 -3.623 -3.229
C -2.812 -3.083 -2.014
C -4.173 -0.053 -2.711
Cl -5.523 -1.058 -2.261
C -4.122 0.351 -4.036
H -1.241 2.119 -3.934
H -1.342 1.381 -1.596
H -4.144 -0.719 -0.198
H -3.466 0.498 1.653
H -4.110 1.620 0.461
H -2.761 3.644 -0.027
H -0.147 4.354 0.401
H -0.708 0.350 1.592
H -0.560 -2.143 -0.263
H -0.532 -0.630 -1.163
H -3.873 -4.328 -3.484
H -3.373 -3.306 -1.112
H -4.897 0.048 -4.728
N 0.167 -3.181 2.486
C 1.109 -3.674 1.632
O 1.000 -4.730 1.047
C 2.328 -2.820 1.416
C 3.558 -3.438 1.250
C 4.682 -2.658 1.059
C 4.534 -1.284 0.987
N 3.344 -0.676 1.078
C 2.268 -1.446 1.306
H -0.633 -3.763 2.672
H 0.391 -2.459 3.148
H 3.614 -4.520 1.286
H 5.665 -3.100 0.961
H 5.398 -0.645 0.843
H 1.310 -0.938 1.387

---

Energy ordering: one at the bottom, the next structure 47.7 kJ/mol above.

---

one:
17
Properties=species:S:1:pos:R:3 method="wB97M-V/def2-TZVPD" total_charge=-2
C -0.274 0.021 -0.244
C 0.250 1.363 0.279
C -0.116 1.637 1.757
O -0.252 2.967 2.063
C 0.480 -1.240 0.213
O 0.584 -2.276 -0.730
H -0.221 0.000 -1.326
H -1.363 -0.011 -0.115
H 1.312 1.578 0.119
H -0.306 2.115 -0.243
H -1.080 1.148 2.003
H 0.662 1.100 2.361
H 1.472 -0.949 0.577
H -0.093 -1.619 1.041
H 0.146 -2.078 -1.692
H -1.056 -1.750 -2.922
O -0.146 -2.008 -3.140

---

two:
17
Properties=species:S:1:pos:R:3 method="wB97M-V/def2-TZVPD" total_charge=-2
C 0.420 -2.612 -0.995
O 0.509 -2.357 -2.327
C 0.873 -1.388 -0.106
C 0.336 -0.009 -0.548
C -0.331 0.724 0.638
O -1.200 1.784 0.344
H 1.078 -3.488 -0.784
H -0.579 -2.818 -0.552
H 0.829 -1.596 0.979
H 1.974 -1.369 -0.267
H -0.470 -0.304 -1.227
H 1.113 0.631 -0.961
H -0.912 -0.040 1.175
H 0.514 1.226 1.161
H -0.940 2.713 0.606
H -1.608 4.489 1.910
O -1.605 4.416 0.955

---

Energy ordering: one at the bottom, the next structure 41.9 kJ/mol above.

---

one:
20
Properties=species:S:1:pos:R:3 method="wB97M-V/def2-TZVPD" smiles="NC(=O)[C@H]1C[C@H]1C1CC1" total_charge=0
N -1.986 0.682 -1.914
C -1.456 -0.405 -1.325
C 0.011 -0.667 -1.406
C 1.079 0.392 -1.496
C 0.909 -0.370 -0.217
C 0.375 0.303 1.008
C -0.101 -0.526 2.169
C 1.173 0.268 2.281
H 0.212 -1.616 -1.907
H 1.938 0.175 -2.130
H 0.786 1.444 -1.485
H 1.650 -1.147 -0.010
H -0.181 1.225 0.818
H -0.976 -0.182 2.721
H -0.017 -1.611 2.078
H 2.117 -0.280 2.269
H 1.173 1.159 2.911
O -2.191 -1.084 -0.595
H -1.486 1.559 -1.856
H -3.029 0.680 -1.914

---

two:
20
Properties=species:S:1:pos:R:3 method="wB97M-V/def2-TZVPD" total_charge=0
C -2.563 -0.519 0.681
C -0.409 -0.083 -1.042
C 0.925 -0.825 -1.071
C 1.853 -0.542 0.213
C 1.894 0.851 0.517
C 0.828 1.720 0.431
C -0.314 1.448 -0.525
H -3.080 0.927 -0.792
H -2.336 0.024 2.604
H -3.237 -2.311 0.333
H -0.359 -1.699 0.897
H -1.139 -0.082 -1.784
H 1.523 -0.636 -2.093
H 0.733 -1.894 -1.354
H 1.400 -0.776 1.171
H 2.683 -0.967 -0.096
H 2.870 0.926 1.177
H 1.033 2.728 1.067
N -1.030 -0.568 0.267
O -1.274 2.277 -0.601

---

Energy ordering: one at the bottom, the next structure 1537.4 kJ/mol above.